Computed, not measured: C17H20Br36NO5S as an isolated structure in a non-equilibrium geometry, with ωB97M-V/def2-TZVPD.

Last column: Löwdin charge in e.
Atoms and positions in Å:
C (0.97, 0.25, 1.22)  -0.092
C (1.01, -1.31, 1.83)  -0.240
O (1.99, -1.48, 2.92)  -0.198
C (3.39, -1.42, 2.40)  -0.173
O (3.78, -2.63, 1.67)  -0.022
C (4.73, -2.35, 0.58)  -0.311
O (5.80, -3.19, 0.47)  -0.051
N (4.62, -1.25, -0.46)  -0.347
S (6.17, -0.75, -1.09)  0.782
C (3.66, -1.70, -1.54)  -0.394
O (3.60, -1.15, -2.77)  -0.114
O (2.72, -2.81, -1.18)  -0.635
H (1.84, 0.27, 0.40)  0.077
H (1.31, 1.04, 2.04)  0.086
H (-0.08, 0.50, 0.74)  0.057
H (1.11, -2.11, 0.96)  0.077
H (-0.06, -1.48, 2.29)  0.105
H (4.08, -1.39, 3.37)  0.159
H (3.62, -0.41, 1.83)  0.145
H (6.67, 0.20, -0.15)  -0.138
C (1.70, -0.72, -5.74)  -1.581
Br (2.37, -2.51, -6.09)  0.555
Br (2.60, 0.61, -6.84)  0.538
Br (-0.23, -0.62, -5.92)  0.511
H (1.94, -0.49, -4.70)  -0.037
C (-0.16, -0.27, 6.23)  -1.575
Br (1.73, 0.14, 6.39)  0.519
Br (-1.01, 0.77, 4.83)  0.534
Br (-0.47, -2.18, 6.01)  0.562
H (-0.63, 0.02, 7.18)  -0.026
C (4.68, 2.43, 8.81)  -1.587
Br (3.24, 1.77, 9.94)  0.532
Br (6.43, 2.04, 9.57)  0.538
Br (4.52, 1.77, 6.99)  0.538
H (4.58, 3.52, 8.77)  -0.064
C (-3.53, 0.65, -3.10)  -1.547
Br (-4.97, -0.01, -1.97)  0.558
Br (-1.78, 0.26, -2.35)  0.547
Br (-3.69, -0.01, -4.93)  0.504
H (-3.63, 1.74, -3.15)  -0.018
C (-7.69, 1.57, -5.13)  -1.578
Br (-8.47, 0.78, -3.54)  0.565
Br (-8.77, 1.21, -6.72)  0.563
Br (-7.34, 3.46, -4.91)  0.577
H (-6.72, 1.08, -5.29)  -0.080
C (-1.22, -4.06, -2.15)  -1.503
Br (-2.70, -2.98, -2.83)  0.514
Br (0.38, -3.84, -3.22)  0.532
Br (-0.89, -3.72, -0.26)  0.591
H (-1.53, -5.10, -2.23)  -0.017
C (5.79, 5.24, 12.20)  -1.582
Br (7.40, 4.40, 12.89)  0.550
Br (5.94, 5.67, 10.31)  0.566
Br (4.20, 4.17, 12.57)  0.545
H (5.67, 6.18, 12.74)  -0.025
C (8.22, 3.16, -1.44)  -1.603
Br (6.63, 2.98, -2.55)  0.562
Br (7.81, 2.91, 0.44)  0.549
Br (9.66, 2.00, -2.04)  0.550
H (8.57, 4.19, -1.56)  -0.029
C (-4.41, 0.78, 1.97)  -1.593
Br (-2.98, 2.05, 1.63)  0.537
Br (-3.75, -0.87, 2.74)  0.541
Br (-5.83, 1.56, 3.06)  0.548
H (-4.86, 0.53, 1.00)  -0.079
C (-6.45, -0.84, -9.34)  -1.600
Br (-6.30, -2.78, -9.38)  0.567
Br (-5.36, -0.07, -7.92)  0.528
Br (-6.06, -0.04, -11.07)  0.557
H (-7.49, -0.60, -9.10)  -0.050
C (2.17, -6.52, -0.87)  -1.537
Br (1.55, -7.59, -2.37)  0.476
Br (3.94, -7.06, -0.28)  0.523
Br (2.08, -4.61, -1.25)  0.683
H (1.48, -6.71, -0.04)  -0.033
C (-11.34, 3.49, -4.32)  -1.610
Br (-12.12, 2.70, -2.72)  0.544
Br (-12.42, 3.13, -5.90)  0.540
Br (-10.99, 5.39, -4.09)  0.543
H (-10.37, 3.00, -4.47)  -0.104

Calculated values
Multiplicity: 1
E_LUMO, Ha: 0.0212
Gap between HOMO and LUMO, eV: 5.388
Total energy, eV: -2562035.686
Charge: -1



Computed, not measured: C17H20BrN3O2 as an isolated structure in a non-equilibrium geometry, with ωB97M-V/def2-TZVPD.

Last column: Löwdin charge in e.
Atoms and positions in Å:
C (-2.64, -5.69, -6.33)  -0.157
H (-1.59, -5.49, -6.67)  0.101
H (-3.25, -5.76, -7.16)  0.058
H (-2.50, -6.77, -6.05)  0.116
C (-2.92, -4.85, -5.31)  -0.348
N (-2.44, -5.02, -3.95)  -0.197
C (-3.27, -4.44, -2.84)  -0.033
H (-4.09, -5.08, -2.76)  0.072
C (-2.43, -5.10, -1.39)  -0.105
N (-1.15, -4.63, -1.43)  -0.138
C (-0.95, -3.40, -0.60)  -0.107
C (0.14, -2.47, -1.18)  -0.008
C (0.49, -1.28, -0.84)  0.103
C (-0.35, -0.98, 0.57)  -0.229
C (-1.09, -1.88, 1.05)  -0.110
C (-1.59, -2.90, 0.40)  -0.106
H (-2.22, -3.64, 0.72)  0.092
H (-1.75, -1.51, 1.94)  0.168
N (-0.04, 0.09, 1.25)  0.116
C (0.69, 1.32, 0.90)  -0.118
O (1.57, 1.32, -0.12)  -0.017
C (0.69, 2.47, 2.00)  -0.292
C (0.15, 2.49, 3.20)  0.020
C (0.50, 3.87, 3.65)  0.014
C (1.63, 4.10, 2.80)  -0.490
O (1.55, 3.35, 1.57)  0.030
Br (2.45, 5.94, 2.37)  0.592
H (0.36, 4.12, 4.65)  0.087
H (-0.49, 1.96, 3.61)  0.033
H (-0.61, 0.35, 2.01)  0.103
H (1.07, -0.69, -1.02)  -0.057
H (0.68, -2.70, -2.24)  0.147
C (-0.47, -5.10, -2.51)  -0.153
H (0.68, -4.68, -2.57)  0.169
C (-1.05, -4.56, -3.88)  -0.132
H (-0.62, -5.11, -4.53)  0.055
H (-0.92, -3.60, -3.89)  0.059
H (-0.69, -6.06, -2.52)  0.071
H (-3.13, -4.74, -0.56)  0.127
H (-2.58, -6.11, -1.28)  0.081
H (-3.39, -3.49, -2.87)  0.035
H (-4.35, -4.89, -4.92)  0.194
H (-3.01, -3.65, -5.41)  0.150

Calculated values
Multiplicity: 1
E_LUMO, Ha: -0.0210
Gap between HOMO and LUMO, eV: 6.494
Total energy, eV: -96545.407



Computed, not measured: one molecule with the formula C17H20N2O2, with ωB97M-V/def2-TZVPD.

Last column: Löwdin charge in e.
Atoms and positions in Å:
C (0.15, 6.08, -1.50)  -0.107
C (1.45, 5.32, -1.30)  -0.256
C (2.13, 5.65, 0.03)  -0.174
C (1.50, 4.98, 1.26)  -0.186
O (1.85, 3.61, 1.34)  -0.036
C (1.05, 2.63, 0.86)  -0.265
C (1.61, 1.34, 0.91)  0.005
C (0.91, 0.25, 0.46)  -0.028
C (-0.37, 0.39, -0.06)  -0.145
C (-1.19, -0.75, -0.55)  -0.463
O (-2.41, -0.76, -0.48)  0.057
N (-0.49, -1.76, -1.11)  0.077
C (-1.12, -2.98, -1.57)  -0.117
C (-0.91, -4.10, -0.58)  -0.274
C (-1.47, -4.03, 0.70)  -0.013
C (-1.22, -5.07, 1.58)  -0.066
C (-0.44, -6.13, 1.16)  -0.071
C (0.07, -6.10, -0.13)  -0.150
N (-0.15, -5.11, -0.98)  0.101
C (-0.94, 1.66, -0.08)  -0.004
C (-0.24, 2.77, 0.36)  -0.008
H (-0.57, 5.87, -0.70)  0.057
H (-0.31, 5.80, -2.44)  0.072
H (0.33, 7.15, -1.51)  0.073
H (2.13, 5.58, -2.11)  0.106
H (1.27, 4.24, -1.36)  0.097
H (3.18, 5.33, -0.01)  0.115
H (2.12, 6.73, 0.19)  0.114
H (0.42, 5.13, 1.28)  0.110
H (1.92, 5.43, 2.16)  0.128
H (2.60, 1.24, 1.32)  0.119
H (1.37, -0.73, 0.54)  0.112
H (0.51, -1.73, -1.13)  0.133
H (-0.71, -3.27, -2.54)  0.122
H (-2.19, -2.76, -1.66)  0.126
H (-2.08, -3.19, 0.97)  0.113
H (-1.64, -5.05, 2.57)  0.106
H (-0.22, -6.96, 1.81)  0.098
H (0.69, -6.90, -0.51)  0.103
H (-1.94, 1.77, -0.46)  0.122
H (-0.72, 3.74, 0.31)  0.097

Calculated values
Multiplicity: 1
E_LUMO, Ha: 0.0306
SMILES: CCCCOc1ccc(C(=O)NCc2ccccn2)cc1
Gap between HOMO and LUMO, eV: 9.406
Total energy, eV: -25029.224



Computed, not measured: one molecule with the formula C17H20N2O4 in a non-equilibrium geometry, with ωB97M-V/def2-TZVPD.

Last column: Löwdin charge in e.
Atoms and positions in Å:
C (-3.51, -1.55, -0.61)  -0.018
C (-4.51, -0.85, 0.32)  -0.530
C (-5.87, -1.55, 0.21)  -0.048
C (-4.02, -0.89, 1.77)  -0.032
C (-4.67, 0.59, -0.16)  -0.326
O (-5.66, 0.98, -0.72)  0.119
C (-3.56, 1.60, 0.14)  -0.065
O (-2.26, 1.07, 0.32)  -0.028
C (-1.28, 1.55, -0.47)  -0.474
O (-1.43, 2.41, -1.28)  0.130
C (0.02, 0.83, -0.18)  -0.074
C (1.20, 1.55, -0.81)  -0.109
C (2.48, 0.80, -0.62)  -0.179
N (3.45, 1.38, -0.01)  0.187
C (4.65, 0.74, 0.15)  -0.214
C (5.69, 1.38, 0.83)  -0.011
C (6.91, 0.74, 0.98)  -0.087
C (7.10, -0.54, 0.46)  -0.081
C (6.08, -1.19, -0.20)  -0.023
C (4.85, -0.56, -0.36)  -0.175
N (3.80, -1.15, -1.00)  0.178
C (2.57, -0.56, -1.18)  -0.390
O (1.67, -1.16, -1.75)  0.071
H (-3.82, -1.46, -1.65)  0.097
H (-2.51, -1.13, -0.50)  0.070
H (-3.46, -2.61, -0.35)  0.091
H (-6.60, -1.06, 0.85)  0.089
H (-5.78, -2.59, 0.51)  0.085
H (-6.23, -1.51, -0.81)  0.086
H (-4.72, -0.37, 2.42)  0.093
H (-3.04, -0.44, 1.86)  0.075
H (-3.96, -1.93, 2.10)  0.090
H (-3.85, 2.11, 1.07)  0.150
H (-3.55, 2.34, -0.67)  0.135
H (0.13, 0.73, 0.90)  0.138
H (-0.06, -0.18, -0.61)  0.117
H (1.01, 1.65, -1.88)  0.135
H (1.32, 2.55, -0.38)  0.128
H (5.52, 2.37, 1.21)  0.114
H (7.71, 1.23, 1.50)  0.102
H (8.05, -1.03, 0.59)  0.105
H (6.23, -2.18, -0.60)  0.112
H (3.91, -2.09, -1.38)  0.169

Calculated values
Multiplicity: 1
E_LUMO, Ha: -0.0076
SMILES: CC(C)(C)C(=O)COC(=O)CCc1nc2ccccc2[nH]c1=O
Gap between HOMO and LUMO, eV: 8.640
Total energy, eV: -29124.934



Computed, not measured: one molecule with the formula C17H20N2OS3, with ωB97M-V/def2-TZVPD.

Last column: Löwdin charge in e.
Atoms and positions in Å:
C (3.36, 3.05, 1.13)  -0.371
S (4.36, 2.77, -0.36)  0.844
C (4.50, 1.04, -0.46)  -0.816
S (6.06, 0.45, -0.94)  0.996
C (5.52, -1.19, -0.84)  -0.357
C (4.24, -1.28, -0.43)  -0.290
C (3.62, 0.00, -0.22)  -0.208
C (2.22, 0.04, 0.11)  -0.158
N (1.51, 1.14, -0.09)  0.106
C (0.21, 1.09, 0.17)  -0.653
S (-0.67, 2.57, -0.10)  1.005
C (-2.35, 1.95, 0.19)  -0.389
C (-2.69, 0.84, -0.79)  -0.450
O (-2.06, 0.66, -1.79)  0.076
C (-3.93, 0.00, -0.47)  -0.538
C (-4.91, 0.22, -1.63)  -0.035
C (-3.47, -1.47, -0.47)  -0.035
C (-4.62, 0.32, 0.85)  -0.057
N (-0.46, 0.05, 0.63)  0.087
C (0.25, -1.06, 0.84)  -0.055
C (1.60, -1.14, 0.60)  -0.131
C (2.42, -2.36, 0.85)  -0.134
C (3.45, -2.54, -0.27)  -0.128
H (2.32, 2.80, 0.91)  -0.007
H (3.75, 2.45, 1.94)  0.046
H (3.46, 4.11, 1.35)  0.033
H (6.19, -1.98, -1.09)  0.072
H (-3.02, 2.80, 0.04)  0.093
H (-2.41, 1.61, 1.22)  0.072
H (-4.42, 0.03, -2.58)  0.087
H (-5.27, 1.25, -1.63)  0.088
H (-5.77, -0.44, -1.54)  0.086
H (-2.97, -1.70, -1.41)  0.089
H (-2.76, -1.63, 0.34)  0.070
H (-4.32, -2.13, -0.34)  0.087
H (-3.97, 0.11, 1.70)  0.084
H (-5.51, -0.29, 0.95)  0.088
H (-4.92, 1.37, 0.89)  0.084
H (-0.31, -1.90, 1.22)  0.119
H (1.78, -3.24, 0.93)  0.117
H (2.95, -2.25, 1.81)  0.131
H (4.11, -3.38, -0.06)  0.120
H (2.92, -2.75, -1.20)  0.132

Calculated values
Multiplicity: 1
E_LUMO, Ha: 0.0035
SMILES: CSc1scc2c1-c1nc(SCC(=O)C(C)(C)C)ncc1CC2
Gap between HOMO and LUMO, eV: 8.087
Total energy, eV: -55487.680